# 1
A molecular structure, C28H32N8OPtS, computed with ωB97M-V with the def2-TZVPD basis set.

```
71
Properties=species:S:1:pos:R:3:lowdin_charge:R:1
Pt -0.35396 0.56626 -0.94799 1.1992
S 2.80603 -4.30702 -5.60577 1.1148
N 1.25372 -4.08592 -5.24843 -0.1895
C 1.20618 -3.14043 -4.32342 -0.2968
C -0.00183 -2.62169 -3.71403 -0.0575
C -1.27988 -3.13298 -3.95165 0.0618
C -2.33167 -2.61119 -3.23627 0.0132
C -2.11560 -1.53755 -2.37866 -0.0838
N -0.92206 -0.97397 -2.20876 -0.0435
C 0.14279 -1.57465 -2.80764 -0.1284
C 1.45451 -1.13836 -2.36981 -0.1309
N 1.47324 -0.24739 -1.35138 -0.0530
C 2.64775 0.18544 -0.89587 -0.0823
C 3.85581 -0.26532 -1.41410 0.0055
C 3.85274 -1.19529 -2.42990 0.0610
C 2.62705 -1.65285 -2.91959 -0.0561
C 2.48274 -2.65825 -3.95071 -0.2986
N 3.47531 -3.24547 -4.60039 -0.1899
H -1.41315 -3.94431 -4.65517 0.1408
H -3.33132 -3.00987 -3.33159 0.1313
H -2.93310 -1.12908 -1.81590 0.0936
H 2.62295 0.90862 -0.09452 0.1105
H 4.77985 0.12175 -1.00937 0.1295
H 4.77309 -1.57709 -2.85240 0.1402
C 2.66379 -2.34071 2.13163 -0.0652
C 2.85537 -1.18043 3.09860 -0.1983
N 1.76260 -1.02998 4.05140 -0.0486
C 1.64144 -2.03298 5.12222 -0.1785
C 0.44594 -2.95224 4.93299 -0.0606
C 0.93576 0.03237 4.12187 -0.4310
O 0.14275 0.22996 5.02322 0.1073
C 0.93952 1.04569 2.99894 -0.0873
C 1.09857 2.39696 3.27877 0.0605
C 0.96582 3.30918 2.24600 0.0065
C 0.61427 2.86236 0.98688 -0.1152
N 0.40378 1.56549 0.71794 -0.1302
C 0.59367 0.67556 1.71540 -0.0837
H 3.51598 -2.40999 1.45364 0.0768
H 1.75313 -2.22517 1.53775 0.0607
H 2.58958 -3.28843 2.66416 0.0782
H 2.98330 -0.24286 2.55713 0.1059
H 3.77633 -1.32812 3.66743 0.1311
H 1.55886 -1.50219 6.07007 0.1282
H 2.57375 -2.59754 5.13528 0.1240
H -0.48179 -2.38310 4.97005 0.0757
H 0.41805 -3.69244 5.73195 0.0863
H 0.49863 -3.48450 3.98192 0.0673
H 1.32163 2.71567 4.28886 0.1473
H 1.11910 4.36719 2.40452 0.1299
H 0.51377 3.56378 0.17284 0.1126
H 0.43448 -0.36635 1.47232 0.1127
C -3.34162 1.24791 -1.65565 -0.1522
C -4.41419 2.37001 -1.74044 -0.1259
N -4.02928 3.50485 -0.92219 -0.1496
C -3.79651 3.05504 0.44172 -0.1259
C -2.62975 2.03536 0.48998 -0.1221
N -2.14517 1.73254 -0.90028 -0.2811
C -1.72018 3.00022 -1.59847 -0.1404
C -2.81209 4.08712 -1.45973 -0.1287
H -3.01022 0.92321 -2.64065 0.1128
H -3.75383 0.40410 -1.10815 0.1084
H -5.37089 1.98915 -1.38509 0.1319
H -4.55170 2.69951 -2.76983 0.1326
H -4.71420 2.61257 0.82768 0.1317
H -3.56602 3.92109 1.06120 0.1294
H -2.93055 1.08380 0.92842 0.1265
H -1.79776 2.41693 1.07117 0.0909
H -1.54399 2.73135 -2.64007 0.1225
H -0.77121 3.32692 -1.18678 0.0736
H -3.02468 4.52702 -2.43360 0.1320
H -2.48541 4.89073 -0.79971 0.1299
```

Output
Spin multiplicity: 1
Total charge: +2
DFT total energy, Eh: -2116.5360



# 2
A molecular structure, C28H32N8Sn, computed with ωB97M-V with the def2-TZVPD basis set.

```
69
Properties=species:S:1:pos:R:3:lowdin_charge:R:1
Sn 0.44984 0.86460 1.70249 1.4852
C -1.09221 -0.58359 -2.46032 0.0021
C -1.62475 0.80700 -2.50085 -0.1062
C -2.10968 1.33368 -3.65737 0.0255
C -2.61533 2.64668 -3.70240 0.1312
C -2.55854 3.51903 -2.58978 0.0301
C -2.09456 3.07787 -1.39609 -0.1388
C -1.59412 4.05590 -0.37844 -0.0003
C -1.85378 1.60547 -1.24313 -0.1258
N -1.91079 0.86691 -0.19347 0.1742
C -2.69853 1.00780 1.03549 -0.3427
C -3.55271 2.24349 1.20974 0.0405
C -2.05101 -0.86603 1.97331 -0.3724
C -2.10602 -1.72597 3.23447 0.0580
N -0.91033 -1.38492 1.19366 0.1296
C -0.69725 -2.59121 0.80856 -0.1396
C -1.67486 -3.72974 0.75470 -0.1226
C -3.01979 -3.60742 0.11808 0.0228
C -1.21708 -4.94726 1.14908 0.0283
C 0.16781 -5.17299 1.28413 0.1391
C 1.13168 -4.18583 0.96142 0.0329
C 0.75504 -2.92868 0.62592 -0.1233
C 1.76475 -1.89079 0.26577 -0.0541
H -0.33134 -0.68876 -3.23854 0.1230
H -1.87513 -1.30501 -2.71293 0.1157
H -0.66686 -0.83348 -1.49458 0.0411
H -2.08662 0.74082 -4.56437 0.1535
H -2.95489 3.04031 -4.65619 0.1579
H -2.77103 4.57303 -2.73270 0.1573
H -2.38161 4.74262 -0.06280 0.1231
H -0.82907 4.68319 -0.84504 0.1257
H -1.15849 3.57815 0.49326 0.0596
H -3.89449 2.59111 0.23732 0.1084
H -3.01495 3.04446 1.70945 0.1027
H -4.44473 2.04133 1.78941 0.0969
H -2.80274 -1.35923 3.97261 0.0900
H -1.11519 -1.77311 3.69466 0.1188
H -2.40458 -2.73671 2.96128 0.1060
H -3.11720 -2.70745 -0.47343 0.0714
H -3.82947 -3.66975 0.85555 0.1259
H -3.17008 -4.46576 -0.53952 0.1256
H -1.90544 -5.78272 1.21576 0.1582
H 0.51524 -6.17624 1.51377 0.1591
H 2.18155 -4.45197 0.96639 0.1535
H 2.57657 -2.35999 -0.29107 0.1240
H 2.23208 -1.46566 1.15776 0.0748
H 1.34284 -1.10343 -0.35133 0.0403
N 2.28303 2.95333 3.70694 0.2024
C 1.09596 2.71853 4.27532 -0.4327
N 0.90252 3.15565 5.48689 0.2117
C -0.29170 2.92609 6.04963 -0.3607
N -0.49987 3.32521 7.27792 0.2666
N -1.32411 2.29513 5.39717 0.2148
C -1.07057 1.87328 4.21103 -0.2896
N 0.13227 2.01396 3.55480 -0.0568
C -2.14418 1.15028 3.48371 -0.1768
C -3.37202 0.99382 3.99390 0.0478
C -4.50461 0.26633 3.40915 -0.0277
C -4.53260 -0.34381 2.21845 0.0009
C -3.38258 -0.41105 1.25498 -0.0777
N -1.74120 0.61910 2.19716 -0.0944
H 2.96005 3.47273 4.24775 0.1478
H 2.48433 2.79812 2.73816 0.0788
H 0.23521 3.79857 7.78388 0.1548
H -1.38894 3.17067 7.72845 0.1492
H -3.53346 1.45914 4.96004 0.1442
H -5.40053 0.23381 4.01763 0.1416
H -5.45895 -0.80946 1.90136 0.1426
H -3.64755 -0.91359 0.33961 0.1270
```

Output
Spin multiplicity: 1
Total charge: +4
DFT total energy, Eh: -1736.9560



# 3
A molecular structure, C28H33BF2N4OS2Si2W, computed with ωB97M-V with the def2-TZVPD basis set.

```
74
Properties=species:S:1:pos:R:3:lowdin_charge:R:1
W 0.00574 0.15410 0.16308 0.9838
C 1.07600 2.10944 -3.67847 -0.0231
C 0.43724 1.70815 -2.38931 -0.2753
N 0.78223 0.58126 -1.72452 -0.1216
N 1.73119 -0.23115 -2.32663 0.0288
C 1.95640 -1.44670 -1.83442 -0.7693
N 2.84597 -2.22714 -2.48068 0.1223
S 1.12737 -2.00756 -0.47612 0.7257
C -0.52554 2.45231 -1.70364 -0.2420
C -1.11685 3.66473 -2.14656 -0.0140
C -2.06149 4.28208 -1.39176 -0.0672
C -2.45491 3.69216 -0.16454 -0.0527
C -1.88801 2.52573 0.22380 -0.1509
N -0.91649 1.89096 -0.50949 -0.1233
H 1.09907 1.28946 -4.40376 0.0809
H 2.09607 2.48329 -3.53965 0.0945
H 0.50435 2.89963 -4.15623 0.0725
H 2.17354 0.09319 -3.17353 0.1381
H 3.47891 -1.83912 -3.16013 0.1105
H 3.13750 -3.07076 -2.01737 0.0848
H -0.80042 4.09586 -3.08542 0.1036
H -2.51119 5.20835 -1.72222 0.1047
H -3.20480 4.14821 0.46581 0.1101
H -2.15544 2.03461 1.15027 0.1076
C -3.66679 0.23324 -0.95568 -0.2154
Si -2.19043 -0.91178 -0.64461 0.4733
C -1.87962 -1.73189 -2.33589 -0.2364
C -2.77916 -2.28461 0.51763 -0.3114
C -3.78351 -3.18878 0.15286 -0.1033
C -4.21396 -4.17318 1.02917 -0.0963
C -3.64284 -4.26772 2.29531 -0.0960
C -2.64721 -3.37839 2.67110 -0.1022
C -2.19933 -2.38236 1.79548 -0.3188
Si -0.89162 -1.10787 2.28907 0.4475
C -1.75070 0.11004 3.46655 -0.2170
C 0.42056 -2.02840 3.30625 -0.2392
H -4.50103 -0.33931 -1.37431 0.0277
H -3.41614 1.02842 -1.66507 0.0218
H -4.02506 0.70484 -0.03737 0.0223
H -2.81922 -2.09448 -2.76764 0.0212
H -1.19793 -2.58037 -2.24868 0.0013
H -1.45025 -1.01545 -3.04541 0.0115
H -4.23736 -3.12770 -0.83274 0.0963
H -4.99103 -4.86730 0.73076 0.0970
H -3.97632 -5.03432 2.98473 0.0969
H -2.21089 -3.46638 3.66222 0.0943
H -2.04939 -0.42662 4.37337 0.0279
H -2.66116 0.51124 3.01209 0.0170
H -1.10737 0.94376 3.75346 0.0128
H 0.00215 -2.50557 4.19839 0.0175
H 1.20032 -1.33365 3.63401 0.0185
H 0.89749 -2.80918 2.70520 0.0071
C 5.94095 -4.26569 -2.28911 -0.0521
C 7.31470 -4.47247 -1.70202 -0.7434
O 8.14096 -5.18950 -2.19770 0.0131
S 7.79476 -3.57020 -0.24202 1.0415
C 6.43069 -2.47142 0.06263 -0.5558
C 6.42801 -1.18735 -0.47178 -0.0954
C 5.37936 -0.32195 -0.20621 -0.0165
C 4.33119 -0.72916 0.62184 -0.2377
C 4.34471 -2.01348 1.17624 -0.0203
C 5.38875 -2.87833 0.89292 -0.0815
C 3.22704 0.13460 0.89429 -0.0048
C 2.25325 0.84000 1.03239 0.0353
H 5.94797 -4.67103 -3.29823 0.0904
H 5.66695 -3.21016 -2.28968 0.0545
H 5.21290 -4.80831 -1.68295 0.0922
H 7.25790 -0.86834 -1.08973 0.1113
H 5.37474 0.67866 -0.61894 0.1230
H 3.53403 -2.31841 1.82550 0.1141
H 5.40899 -3.87034 1.32597 0.1136
F 1.49427 3.14677 0.37128 0.1719
B 1.20659 2.03698 1.08719 -0.8924
F 0.54043 2.23412 2.26290 0.1344
```

Output
Spin multiplicity: 1
Total charge: 0
DFT total energy, Eh: -3048.1431



Calculated values (eV/Å) of F_max for the records, taken in order: 0.41, 0.67, 0.94.